(1)
DFT (wB97M-V/def2-TZVPD) results for a molecular structure, C28H34F8O25S2.

Structure (XYZ):
```
97
C28H34F8O25S2 (wB97M-V/def2-TZVPD)
O -0.306 1.118 -3.620
S -1.554 1.235 -2.985
O -1.748 0.406 -1.868
O -1.938 2.693 -2.561
C -3.270 3.087 -3.120
C -2.904 4.202 -4.120
C -3.558 4.129 -5.474
F -3.216 5.263 -6.194
C -3.795 1.757 -3.590
C -5.115 1.586 -4.283
C -6.308 1.940 -3.403
C -6.440 3.413 -3.005
S -6.362 3.586 -1.176
O -2.652 1.066 -4.143
H -3.762 3.506 -2.268
H -3.226 5.137 -3.683
H -1.837 4.283 -4.247
H -4.633 4.133 -5.387
H -3.241 3.262 -6.038
H -3.966 1.223 -2.652
H -5.183 2.092 -5.234
H -5.202 0.533 -4.514
H -6.321 1.301 -2.533
H -7.181 1.681 -3.984
H -7.392 3.833 -3.276
H -5.694 4.035 -3.465
H -5.194 4.208 -0.890
C -3.099 -2.000 -3.351
C -2.861 -3.464 -3.073
O -4.118 -3.888 -2.577
C -5.070 -3.085 -3.137
O -6.228 -3.315 -3.145
O -4.495 -1.987 -3.692
F -1.922 -3.636 -2.110
H -2.936 -1.390 -2.468
H -2.497 -1.617 -4.171
H -2.597 -4.063 -3.946
C -0.553 -3.998 0.741
C -1.322 -3.169 1.738
O -1.772 -4.145 2.666
C -0.863 -5.161 2.650
O -0.784 -6.011 3.469
O -0.055 -5.063 1.563
F -2.397 -2.567 1.169
H -1.201 -4.407 -0.031
H 0.261 -3.451 0.272
H -0.724 -2.424 2.258
C 2.875 0.154 3.014
C 2.076 -0.249 1.802
O 0.880 -0.755 2.383
C 0.703 -0.101 3.570
O -0.314 -0.090 4.177
O 1.836 0.527 3.939
F 2.678 -1.248 1.103
H 3.437 -0.678 3.423
H 3.547 0.982 2.824
H 1.834 0.564 1.122
C 2.395 2.893 -2.973
C 3.772 3.341 -3.401
O 4.482 3.364 -2.173
C 3.903 2.444 -1.358
O 4.390 2.027 -0.361
O 2.696 2.064 -1.840
F 3.759 4.586 -3.929
H 1.776 3.732 -2.653
H 1.866 2.334 -3.738
H 4.274 2.665 -4.094
C 6.165 -3.324 2.750
C 7.482 -2.617 2.944
O 7.070 -1.306 3.329
C 5.870 -1.436 3.948
O 5.349 -0.602 4.610
O 5.331 -2.656 3.708
F 8.183 -2.538 1.782
H 5.764 -3.169 1.747
H 6.219 -4.388 2.956
H 8.107 -3.043 3.720
C -2.796 5.111 2.672
C -2.553 6.584 2.437
O -2.882 6.727 1.060
C -3.797 5.773 0.768
O -4.471 5.759 -0.214
O -3.851 4.839 1.735
F -1.258 6.922 2.622
H -1.922 4.510 2.420
H -3.108 4.881 3.686
H -3.184 7.249 3.027
C 6.066 -7.263 5.715
C 6.989 -7.144 6.906
O 8.092 -6.430 6.363
C 7.617 -5.668 5.347
O 8.202 -4.766 4.845
O 6.377 -6.067 4.985
F 7.411 -8.350 7.345
H 6.306 -8.135 5.106
H 5.015 -7.292 5.986
H 6.577 -6.582 7.746
```

Calculated values
LUMO level: 0.027 eV
gap between HOMO and LUMO: 9.1662 eV
spin multiplicity: 1
electronic energy: -4563.706283 hartree

***

(2)
DFT (wB97M-V/def2-TZVPD) results for 2 unconnected molecules or ions with the total composition C28H34N4O.

Structure (XYZ):
```
67
C28H34N4O (wB97M-V/def2-TZVPD)
C 0.564 1.801 2.895
N 0.642 0.372 2.714
C 0.274 -0.458 3.745
O 0.020 -0.102 4.891
C 0.207 -1.865 3.198
C -1.223 -2.408 3.203
C -2.179 -1.460 2.519
C -2.693 -0.368 3.227
C -3.532 0.548 2.603
C -3.872 0.388 1.251
C -3.400 -0.733 0.559
C -2.577 -1.666 1.192
N 0.740 -1.707 1.844
C 0.647 -2.733 0.977
C 0.784 -2.609 -0.403
C 1.362 -3.621 -1.154
C 1.808 -3.449 -2.495
C 2.713 -4.387 -3.072
C 3.348 -4.110 -4.279
C 3.067 -2.910 -4.962
C 2.140 -1.993 -4.432
C 1.487 -2.272 -3.233
C 1.135 -0.316 1.529
C 2.673 -0.037 1.267
C 3.473 -0.379 2.524
C 2.861 1.436 0.910
C 3.196 -0.862 0.101
H -0.305 2.023 3.523
H 1.458 2.187 3.406
H 0.444 2.293 1.925
H 0.891 -2.503 3.781
H -1.245 -3.395 2.731
H -1.504 -2.526 4.259
H -2.409 -0.232 4.278
H -3.912 1.398 3.170
H -4.515 1.117 0.757
H -3.672 -0.884 -0.487
H -2.218 -2.553 0.657
H 0.458 -3.700 1.453
H 0.451 -1.680 -0.877
H 1.649 -4.551 -0.654
H 2.957 -5.285 -2.495
H 4.089 -4.815 -4.673
H 3.580 -2.681 -5.897
H 1.943 -1.042 -4.939
H 0.765 -1.558 -2.822
H 0.578 0.036 0.638
H 3.381 -1.441 2.779
H 4.536 -0.164 2.344
H 3.151 0.227 3.380
H 2.157 1.749 0.128
H 2.746 2.093 1.779
H 3.880 1.601 0.527
H 2.618 -0.674 -0.814
H 4.243 -0.586 -0.106
H 3.180 -1.934 0.323
C -0.509 -9.218 -1.624
C -0.159 -7.974 -0.920
C 0.512 -6.835 -1.452
N 0.586 -5.904 -0.471
C -0.001 -6.452 0.640
N -0.462 -7.720 0.387
H 0.011 -9.267 -2.588
H -0.231 -10.088 -1.015
H -1.592 -9.249 -1.807
H 0.920 -6.700 -2.443
H -0.092 -5.934 1.584
```

Calculated values
energy relative to the best compared isomer or geometry (same formula, charge and spin): 0.504 eV
LUMO level: -1.524 eV
gap between HOMO and LUMO: 4.6928 eV
spin multiplicity: 1
electronic energy: -1381.529331 hartree

***

(3)
DFT (wB97M-V/def2-TZVPD) results for a gas-phase ion, C28H34N5 (charge +1).

Structure (XYZ):
```
67
C28H34N5 (wB97M-V/def2-TZVPD)
C -2.693 -2.597 0.171
C -2.275 -1.307 0.786
C -1.020 -0.612 0.815
C 0.208 -0.864 -0.036
C 1.463 -0.763 0.855
C 2.236 -1.630 1.706
C 2.121 -3.022 2.220
N 3.353 -0.912 2.136
C 4.461 -1.406 2.967
C 3.292 0.409 1.696
C 4.136 1.489 1.873
C 3.674 2.729 1.388
C 2.390 2.879 0.793
C 1.551 1.781 0.622
C 2.040 0.531 0.997
N 0.534 -0.299 -1.594
C 1.844 0.146 -1.971
C 2.098 0.153 -3.472
C 1.046 0.908 -4.216
N -0.260 0.542 -3.686
C -1.307 0.970 -4.578
C -2.684 0.753 -4.032
C -2.718 -0.591 -3.332
N -1.699 -0.610 -2.282
C -0.460 -0.122 -2.515
C -1.216 0.282 1.982
C -0.444 1.020 2.884
C -1.018 2.022 3.679
C -2.399 2.258 3.704
C -3.244 1.447 2.926
C -2.626 0.459 2.132
N -3.239 -0.549 1.405
C -4.669 -0.817 1.428
H -1.807 -3.096 -0.230
H -3.155 -3.294 0.896
H -3.414 -2.483 -0.645
H 0.136 -1.929 -0.451
H 1.190 -3.436 1.827
H 2.955 -3.671 1.912
H 2.095 -3.069 3.328
H 5.264 -0.658 2.979
H 4.157 -1.549 4.024
H 4.879 -2.342 2.583
H 5.113 1.362 2.372
H 4.294 3.630 1.499
H 2.042 3.857 0.457
H 0.550 1.802 0.159
H 2.686 -0.397 -1.478
H 1.832 1.198 -1.622
H 3.025 0.668 -3.680
H 2.213 -0.865 -3.822
H 1.181 1.993 -4.169
H 1.092 0.712 -5.295
H -1.145 2.026 -4.811
H -1.191 0.463 -5.548
H -2.953 1.567 -3.354
H -3.390 0.781 -4.866
H -3.692 -0.679 -2.851
H -2.583 -1.426 -4.060
H -1.795 -1.237 -1.497
H 0.615 0.802 2.968
H -0.368 2.638 4.298
H -2.820 3.057 4.323
H -4.315 1.537 2.979
H -5.198 0.076 1.779
H -5.058 -1.073 0.424
H -4.912 -1.645 2.123
```

Calculated values
energy relative to the best compared isomer or geometry (same formula, charge and spin): 1.510 eV
SMILES: Cc1c(C(c2c(C)n(C)c3ccccc23)N2CCCN3CCC[NH+]=C32)c2ccccc2n1C
LUMO level: -1.974 eV
gap between HOMO and LUMO: 7.8549 eV
spin multiplicity: 1
net charge: +1
electronic energy: -1360.893992 hartree